ORCA calculation (wB97M-V/def2-TZVPD) on C25H24F27N8O27S9Zn2 as an isolated structure in a non-equilibrium geometry.

Calculated values
Frontier orbital gap = 5.782 eV
Maximum force = 7.185 eV Å⁻¹
Total charge = -5
Energy = -361236.38427 eV
Spin multiplicity = 1

Geometry as XYZ:
```
122
Properties=species:S:1:pos:R:3:forces:R:3:lowdin_charge:R:1
Zn -5.099710 6.046940 8.782680 -0.238 -0.387 -0.638 0.55
Zn -5.657270 6.561490 3.974580 -0.065 0.015 -0.747 0.49
C -7.744970 3.031730 11.118250 1.895 2.303 1.011 -0.58
F -8.714700 3.884010 11.588350 0.076 -1.153 -1.178 0.06
F -7.840800 1.925930 11.916850 -0.033 0.426 -1.420 0.08
F -7.817050 2.797240 9.801470 -1.373 -0.769 0.954 0.12
S -6.079810 3.975330 11.308040 3.940 0.248 2.057 0.56
O -6.157400 4.715450 12.564770 -1.128 -1.410 -0.477 -0.34
O -5.006400 2.943230 11.319150 -2.969 1.038 -0.424 -0.33
O -5.971190 4.939930 10.207820 -1.706 -1.610 0.069 -0.34
C -3.549040 3.791200 0.715760 -1.767 1.354 0.032 -0.51
F -3.265480 3.683540 -0.681980 0.354 -0.436 2.846 0.01
F -4.442240 2.807630 1.029460 1.419 0.459 -0.537 0.08
F -2.478330 3.714370 1.549010 -0.808 -0.621 -1.855 0.10
S -4.376270 5.514810 0.940020 -2.525 4.999 -1.586 0.55
O -4.908580 5.741070 2.286850 1.210 -2.711 -0.547 -0.31
O -3.321920 6.480250 0.683700 1.340 -1.984 -0.132 -0.33
O -5.471920 5.724850 -0.036560 1.984 -2.656 0.689 -0.33
C -7.223620 9.801140 6.859460 3.714 -3.787 1.720 -0.68
F -7.881920 10.114490 7.960330 -0.261 1.082 0.554 0.12
F -7.746820 10.274270 5.825240 -2.131 1.723 -2.797 0.20
F -5.926150 10.290700 6.896050 -1.314 -0.244 0.572 0.09
S -7.229640 7.866470 6.812200 2.431 -2.994 -1.070 0.60
O -8.608560 7.508580 6.870370 -1.761 0.813 0.294 -0.29
O -6.637570 7.398840 5.526010 -1.168 2.504 3.004 -0.30
O -6.488130 7.399470 8.004350 -1.126 1.701 -1.104 -0.32
C -5.811930 9.565030 11.261490 0.677 -2.525 1.034 -0.69
F -5.822690 10.410730 12.308140 0.735 0.367 -0.347 0.09
F -7.050660 9.152350 11.158530 -1.683 -0.629 -0.127 0.11
F -5.525980 10.142720 10.129600 0.752 1.514 -0.954 0.14
S -4.673910 8.019920 11.529440 1.222 -1.059 0.924 0.54
O -5.251930 7.269070 12.605860 -0.674 0.932 0.201 -0.29
O -4.671040 7.247540 10.279830 0.169 2.483 0.869 -0.31
O -3.368430 8.589010 11.888270 -0.808 0.389 -0.935 -0.34
C -10.045430 5.446670 2.875670 3.371 1.207 0.016 -0.67
F -10.976950 5.751150 1.978830 -0.919 -0.196 0.229 0.11
F -10.371130 5.844620 4.108490 -1.212 -0.325 0.146 0.11
F -9.812670 4.136120 2.873960 -0.650 -0.078 0.047 0.13
S -8.455100 6.395240 2.441720 3.291 -2.214 -5.991 0.55
O -7.441400 5.964830 3.385460 -1.948 -0.816 0.792 -0.31
O -8.075180 5.927450 1.050930 -2.372 0.211 3.417 -0.34
O -8.735970 7.786010 2.452380 -1.761 1.730 1.114 -0.30
C -7.062720 2.934590 5.809450 2.194 2.335 0.862 -0.67
F -7.092470 1.995140 6.744430 -0.350 -0.725 0.017 0.13
F -7.074520 2.434920 4.601250 -0.188 -1.003 -0.807 0.15
F -8.125030 3.714680 5.943410 -0.588 0.161 0.200 0.14
S -5.425690 3.948280 6.016950 1.636 -0.150 0.604 0.61
O -5.454100 4.902940 4.925570 -0.633 -1.555 0.400 -0.31
O -5.523320 4.624050 7.326530 -0.784 -1.274 -1.285 -0.30
O -4.348130 2.987340 5.860740 -1.789 0.306 0.280 -0.27
C -1.919700 8.452810 6.202970 -1.194 -0.971 -0.710 -0.58
F -0.971280 8.169870 5.315170 -0.016 0.141 -0.504 0.12
F -1.250880 8.589350 7.366100 -0.999 0.295 -0.137 0.11
F -2.534540 9.604900 5.828480 0.752 -0.213 0.673 0.10
S -3.254030 7.023160 6.170070 1.765 -4.792 -0.264 0.59
O -2.468080 5.780510 6.185020 0.058 2.298 -0.330 -0.28
O -3.971910 7.144480 7.406670 -0.219 2.116 0.347 -0.30
O -4.055970 7.069880 4.956560 2.043 2.393 0.897 -0.29
C -6.250130 10.664450 1.871080 1.056 -3.813 1.285 -0.64
F -7.529280 10.751420 1.620750 -0.894 0.692 -0.732 0.13
F -5.526160 11.405910 1.055430 -0.215 1.454 0.419 0.13
F -6.121440 10.930540 3.206750 0.527 1.018 -0.986 0.08
S -5.620820 8.868480 1.573080 1.317 -4.945 -3.794 0.57
O -4.254070 8.882540 1.013540 -1.489 2.455 1.172 -0.33
O -5.621240 8.140470 2.836610 -0.608 2.779 0.655 -0.33
O -6.509890 8.179960 0.603510 0.289 3.061 1.511 -0.32
C -0.687220 4.871720 9.159840 -4.994 -0.723 -0.162 -0.75
F -0.432610 5.213710 7.936530 1.188 0.990 -1.147 0.16
F 0.175220 4.026280 9.590080 2.397 -1.717 0.786 0.16
F -0.718880 5.897850 9.985310 0.490 1.320 0.389 0.14
S -2.428960 4.026110 9.140380 -1.563 -3.758 0.843 0.58
O -2.502270 3.235370 7.910200 1.298 0.800 1.258 -0.32
O -2.468720 3.196960 10.389390 1.238 1.948 -2.075 -0.36
O -3.460220 5.054450 9.138560 1.850 0.424 0.625 -0.34
C -10.823100 6.120710 9.069650 0.756 -0.159 0.562 -0.09
C -9.582450 6.435700 9.759750 3.260 0.912 1.623 -0.27
N -8.595870 6.680180 10.349650 -2.837 -0.483 -1.470 0.20
H -11.518830 5.958870 9.892970 -0.573 0.018 -0.445 0.07
H -10.648790 5.186780 8.535320 -0.335 0.163 -0.263 0.09
H -11.062350 6.959860 8.416440 -0.254 -0.286 -0.068 0.07
C -7.043420 13.700760 10.806170 1.264 0.159 0.373 -0.07
C -6.481740 13.531160 12.169740 -0.211 -0.252 1.173 -0.28
N -6.159330 13.396840 13.277790 -0.416 0.431 -1.668 0.12
H -6.984470 12.758680 10.261110 -0.544 -0.185 0.235 0.07
H -6.361890 14.336510 10.240980 0.027 0.253 0.086 0.07
H -8.014840 14.192260 10.859780 -0.072 -0.442 -0.069 0.06
C -5.291080 13.673090 5.436450 -0.291 -0.980 -0.470 -0.07
C -4.306390 14.505870 6.032810 3.294 3.399 2.677 -0.30
N -3.475200 15.156910 6.569710 -2.791 -2.064 -1.936 0.10
H -5.968540 14.172840 4.744070 0.232 0.097 0.007 0.09
H -5.877090 13.164510 6.201990 0.106 -0.118 -0.033 0.08
H -4.676210 12.942280 4.911140 -0.548 -0.451 -0.289 0.10
C -1.551180 10.305650 10.138210 -0.011 0.292 0.648 -0.07
C -2.446550 11.396310 10.704320 1.655 -2.165 -0.995 -0.25
N -3.132570 12.191080 11.154250 -0.363 0.753 0.185 0.11
H -0.807500 9.952600 10.852640 -0.283 0.368 0.654 0.07
H -0.914310 10.604320 9.305570 -0.665 0.404 -0.295 0.06
H -2.086790 9.380400 9.925760 -0.469 0.366 -0.224 0.06
C -10.334580 10.637330 3.090480 0.986 0.446 -0.289 -0.05
C -9.829730 11.988310 2.866830 0.182 1.871 0.178 -0.31
N -9.381820 13.049790 2.711580 -0.728 -1.302 0.188 0.09
H -10.265670 10.399930 4.152080 -0.223 -0.084 -0.085 0.08
H -9.563750 10.069050 2.569930 -0.344 -0.922 0.011 0.06
H -11.326240 10.496280 2.660560 0.172 -0.062 0.127 0.08
C -10.455410 10.297710 11.050510 -1.176 1.068 -0.071 -0.05
C -10.756100 11.760970 11.137940 -0.931 4.411 0.895 -0.25
N -10.992350 12.932180 11.266730 1.111 -5.367 -0.738 0.08
H -9.961660 9.964360 11.963310 0.730 0.048 -0.555 0.09
H -10.025400 10.123920 10.064110 0.689 -0.369 0.445 0.08
H -11.401620 9.756620 11.052720 -0.216 0.137 -0.104 0.07
C -13.468860 7.012000 5.532890 -0.201 -0.585 1.639 -0.04
C -13.526970 5.890480 6.567820 0.005 4.048 -4.521 -0.27
N -13.551780 5.052670 7.307150 -0.256 -3.038 2.855 0.12
H -13.521060 6.707220 4.487670 0.464 -0.428 0.318 0.07
H -12.567880 7.568010 5.792090 0.108 0.009 -0.521 0.08
H -14.317300 7.677940 5.690340 -0.028 -0.037 0.220 0.06
C -9.618040 13.401050 7.613530 -0.661 -0.541 -0.746 -0.06
C -10.752430 12.480290 7.341050 -2.294 -1.672 -1.217 -0.26
N -11.643730 11.764600 7.044210 2.776 2.293 1.118 0.11
H -9.929600 14.435790 7.470860 -0.331 -0.007 0.749 0.08
H -8.897960 13.314390 6.799850 0.284 -0.638 0.230 0.07
H -9.220190 13.136490 8.593240 0.198 0.451 -0.140 0.06
```
Positions in Å, forces in eV/Å.



ORCA calculation (wB97M-V/def2-TZVPD) on a 2-piece molecular cluster, C2H4NP overall in a non-equilibrium geometry.

Calculated values
Frontier orbital gap = 8.949 eV
Maximum force = 3.268 eV Å⁻¹
Total charge = 0
Energy = -12912.40909 eV
Spin multiplicity = 1
Relative energy (zero: lowest compared OMol25 entry of this formula, charge and spin) = 95.01 kcal/mol
Structure (SMILES) = C#[PH2].C#N

Geometry as XYZ:
```
8
Properties=species:S:1:pos:R:3:forces:R:3:nbo_charge:R:1
C -0.326255 -1.308441 0.890937 0.466 -1.186 -1.320 -0.76
P 0.527152 -0.014153 1.263181 1.238 1.281 1.692 0.58
H -0.431168 -1.488517 -0.192922 -0.859 0.258 0.483 0.17
H 1.127512 -0.180446 2.558931 -0.589 0.661 -0.636 0.00
H 0.892043 1.323433 0.757910 -0.139 -1.239 0.183 0.02
C -0.541037 0.566271 -1.839086 -1.511 -2.823 -0.650 0.09
N -0.280791 1.521370 -1.284233 0.532 1.453 0.145 -0.34
H -0.967456 -0.419516 -2.154718 0.863 1.596 0.103 0.25
```
Positions in Å, forces in eV/Å.